DFT (ωB97M-V with the def2-TZVPD basis set) results for C28H40NO2Tb as an isolated structure at a distorted geometry.

Each line ends with the Mulliken charge.
Atoms and positions in Å:
H: 4.518 3.285 3.229  0.376
H: -2.512 2.057 0.367  0.360
H: -1.110 -1.380 -4.958  0.486
H: 2.193 4.346 5.036  0.330
C: -6.609 -2.776 -6.552  -0.590
H: 1.583 1.376 3.157  0.600
H: -3.266 -1.832 -3.582  0.083
C: 0.677 1.493 -1.705  -0.642
H: 3.242 5.140 3.804  0.304
H: 2.160 -0.783 1.974  0.721
H: 1.499 5.198 3.573  0.325
C: 2.291 0.446 -0.488  -1.068
H: -0.384 4.322 4.225  0.505
H: -2.829 -3.056 -2.375  0.407
H: -6.534 -2.129 -7.427  0.279
H: 3.049 -0.253 -0.181  0.567
C: -0.789 2.047 1.642  0.816
Tb: 0.000 0.000 0.000  0.356
C: -0.188 -2.800 -2.647  -1.479
H: -1.450 0.086 -4.039  0.408
C: -0.014 -0.507 2.297  -0.636
H: -8.045 -3.143 -4.982  0.266
C: -5.424 -2.556 -5.625  -0.379
H: -2.152 -0.979 1.959  0.447
C: -0.863 -0.829 -4.051  -1.690
C: -2.658 -2.035 -2.705  -0.460
C: -1.120 -1.210 1.768  -1.274
H: 3.786 1.709 2.868  0.208
H: -7.298 -0.236 -5.473  0.264
C: -2.642 3.619 1.827  -0.777
H: -8.664 -2.067 -6.234  0.330
H: -4.502 -2.314 -6.154  0.283
H: -7.598 -1.032 -3.922  0.268
C: -0.121 2.736 2.767  0.609
H: -2.524 5.085 3.390  0.346
C: 1.822 1.553 0.259  0.063
C: 1.585 0.405 -1.701  -0.441
H: 1.078 2.254 4.548  0.692
C: 0.768 -2.101 0.851  -0.843
H: -5.239 -3.443 -5.009  0.274
H: -0.496 -3.466 -1.846  0.312
O: -5.772 -1.454 -4.779  -0.369
H: 1.738 -0.310 -2.489  0.867
H: -3.055 -1.347 -0.613  0.290
C: 1.236 2.372 3.452  -2.299
C: -7.169 -1.171 -4.915  -0.468
H: -0.113 -3.383 -3.565  0.503
C: -2.035 4.251 2.903  -0.781
C: -2.027 2.535 1.208  -0.614
H: 0.250 3.042 -0.186  0.710
N: 2.372 3.300 3.177  0.199
H: -0.063 0.318 2.987  1.126
H: 3.721 2.340 4.556  0.362
H: -1.244 -2.856 0.304  0.674
C: 0.842 2.203 -0.503  -0.750
C: 1.151 -1.079 1.749  -0.474
O: -1.281 -0.821 -1.628  -0.073
H: 1.430 -2.713 0.263  0.511
C: 2.310 4.549 3.948  -0.893
C: -2.728 -1.002 -1.589  -0.700
H: -3.601 3.973 1.471  0.408
C: -7.774 -2.343 -5.671  -0.510
C: 3.658 2.627 3.482  -1.004
C: -1.170 -1.678 -2.841  1.387
H: 2.142 1.833 1.249  0.464
H: -0.053 1.713 -2.463  0.517
H: -6.686 -3.805 -6.899  0.338
H: -3.233 -0.070 -1.821  0.347
C: -0.637 -2.188 0.891  -0.366
H: 0.188 -0.559 -4.098  0.273
H: 0.800 -2.415 -2.408  0.152
C: -0.802 3.813 3.365  -0.835

Properties
Energy relative to the best compared isomer or geometry (same formula, charge and spin): 15.1 kJ/mol
Gap between HOMO and LUMO (alpha / beta): 6.95 / 7.01 eV
Electronic energy: -57697.838 eV
Spin multiplicity: 7

DFT (ωB97M-V with the def2-TZVPD basis set) results for C28H41AsBrN2O3S4ScSi3 as an isolated structure at a distorted geometry.

Each line ends with the Mulliken charge.
Atoms and positions in Å:
C: 2.942 2.286 2.772  -0.588
C: -0.607 4.683 4.363  0.617
S: -0.125 5.063 2.700  -0.127
H: 0.109 -7.092 0.136  0.374
C: -0.927 2.545 2.850  0.763
H: 2.319 4.461 0.549  0.042
H: -4.547 -0.978 -0.063  0.527
H: 3.755 2.992 2.580  0.339
S: -0.089 3.301 0.307  -0.744
O: -1.959 -4.165 -2.550  -0.687
H: 0.462 -2.924 1.090  0.288
H: 3.071 0.258 -3.814  0.269
C: -6.871 0.431 0.028  0.395
H: 5.159 -0.722 1.371  0.247
H: 0.951 -5.301 1.641  0.429
H: 1.596 -0.525 -3.222  0.203
H: 2.532 -1.645 2.161  0.145
C: -6.960 -0.640 -0.863  -0.386
O: -0.113 -1.051 -0.307  0.378
C: -0.112 -6.053 -0.077  -0.380
C: 2.065 3.363 -2.651  -0.968
S: -1.321 0.876 2.452  -0.451
Br: -3.294 2.629 -0.403  -0.131
H: 2.496 -0.750 3.697  0.523
C: 2.685 -0.622 -3.288  -1.105
C: 4.993 0.273 1.792  -1.144
N: -2.332 -1.691 -0.737  0.176
Si: 3.179 2.964 -1.217  0.433
C: -0.921 -1.941 -0.990  -0.486
H: -7.832 1.437 1.659  0.422
H: 5.524 2.169 -1.119  0.273
As: 2.284 0.925 -0.356  0.432
C: 2.261 -0.693 2.629  -0.749
C: 0.362 -5.052 0.766  -1.023
H: 3.278 -3.203 -1.476  0.474
H: 5.566 -1.707 -2.076  0.356
O: -0.505 5.450 5.285  -0.589
H: 4.055 4.143 0.762  0.219
H: 5.364 3.678 -2.032  0.396
H: -2.213 -3.234 -2.570  0.377
H: 5.369 0.273 2.823  0.438
H: -9.686 -0.179 1.825  0.374
H: -1.265 -6.504 -1.848  0.438
H: 3.508 5.260 -0.501  0.414
C: -8.982 -1.395 0.200  -0.426
H: 5.767 -0.532 -0.767  0.285
H: -0.763 -1.794 -2.062  0.305
H: -9.798 -2.103 0.269  0.384
H: -6.232 -0.737 -1.660  0.563
C: -7.878 0.594 0.978  -0.453
C: -0.873 -5.736 -1.189  -0.733
H: 1.064 3.609 -2.292  0.221
H: 2.915 -1.508 -3.889  0.428
H: 3.472 -2.514 0.147  0.262
H: 2.925 2.061 3.844  0.414
H: -8.064 -2.371 -1.478  0.380
H: 1.181 -0.563 2.540  0.129
C: 3.267 4.329 0.027  -0.715
C: 5.269 -0.712 -1.722  -1.055
Sc: -0.389 0.773 0.142  0.043
C: -5.785 1.435 -0.038  -0.886
C: -0.469 3.487 2.013  -0.544
C: -4.494 1.188 -0.236  0.401
H: 1.894 -2.447 -0.653  -0.275
C: -3.896 -0.143 -0.310  -0.487
S: -1.131 3.000 4.532  -0.171
H: 2.438 4.218 -3.226  0.407
Si: 3.189 0.709 1.834  0.299
H: -6.077 2.468 0.112  0.425
H: 4.913 2.136 -2.785  0.243
C: -8.005 -1.550 -0.774  -0.555
C: 4.905 2.699 -1.847  -1.075
H: 5.578 0.999 1.217  0.288
C: -0.662 -3.391 -0.656  0.789
H: 1.993 2.503 -3.324  0.258
H: 1.996 2.773 2.514  -0.114
H: -2.800 -2.340 -0.121  0.361
C: -1.164 -4.408 -1.468  0.379
C: -8.919 -0.316 1.072  -0.509
H: 5.625 0.026 -2.439  0.335
C: 0.084 -3.728 0.467  -0.077
N: -2.692 -0.368 -0.647  -0.512
Si: 3.421 -0.758 -1.585  0.417
C: 2.971 -2.381 -0.819  -0.630

Properties
Energy relative to the best compared isomer or geometry (same formula, charge and spin): 98.9 kJ/mol
Gap between HOMO and LUMO: 6.47 eV
Electronic energy: -257385.643 eV

DFT (ωB97M-V with the def2-TZVPD basis set) results for a 5-piece molecular cluster, C28H41Br2N6OS overall at a distorted geometry.

Each line ends with the Mulliken charge.
Atoms and positions in Å:
H: -4.166 -2.657 -0.070  0.288
Br: -1.711 3.370 3.241  -0.102
N: 4.676 3.104 -2.078  -0.436
C: 2.826 -1.829 0.761  -1.102
H: -1.961 0.745 8.036  0.042
H: -1.591 0.976 9.759  0.262
C: 5.807 3.080 -1.721  0.434
C: -2.313 2.721 8.763  0.307
H: -5.903 -0.478 -0.880  0.311
H: -0.655 1.853 5.793  0.350
C: -3.703 0.207 -0.670  -0.400
H: 5.480 -0.011 -1.045  0.278
H: 0.702 -2.502 -2.566  0.379
H: 0.907 -6.032 0.170  0.254
C: -2.285 1.233 8.957  -0.471
H: 0.883 0.961 5.088  0.233
H: 3.464 0.786 1.589  0.138
H: 2.915 -0.731 -1.222  0.140
H: -3.530 1.885 -9.490  0.274
H: -3.697 0.060 1.555  0.282
H: 2.627 -5.304 -0.572  0.272
N: 1.350 -1.529 0.804  0.690
C: -4.933 -0.427 -1.484  -1.008
H: -3.544 3.576 -8.942  0.271
C: 0.733 -0.782 1.907  0.223
H: -5.131 0.186 -2.450  0.333
H: 3.040 -2.901 0.372  0.028
C: 5.075 -0.893 -0.414  -1.274
H: -0.077 -4.808 -2.124  0.330
H: -4.713 -1.501 -1.865  0.201
H: 2.289 -2.778 -1.684  0.242
C: 3.479 -0.692 -0.211  0.873
H: 7.620 2.027 -1.315  0.270
C: 0.556 -2.031 -0.325  0.468
C: -4.217 -1.983 0.850  -1.330
C: 1.770 -1.469 3.912  0.410
C: -0.516 1.787 3.469  0.154
H: -1.929 -1.436 -2.736  0.103
H: 7.845 3.684 -1.917  0.333
C: -1.379 0.416 3.191  -0.996
C: 0.127 1.826 4.961  -1.160
H: -2.789 0.171 -1.376  0.209
H: -1.518 2.507 -4.838  0.300
H: -5.297 -1.645 1.103  0.386
H: 0.759 2.793 5.075  0.405
S: -1.976 -2.484 -1.797  -0.176
N: -0.508 -0.527 -4.405  -0.553
C: -3.321 -0.623 0.696  0.527
H: 5.610 -0.984 0.594  0.311
N: -0.577 2.458 -8.301  -0.451
C: -1.750 -0.926 0.766  -0.153
C: 7.238 3.049 -1.270  -0.815
C: -0.804 -0.427 1.942  0.376
H: 4.054 1.481 -0.042  0.187
C: 1.155 -2.849 -1.556  -0.961
H: 2.241 1.211 0.236  0.194
H: -3.904 1.313 -0.459  0.310
H: 0.394 1.829 2.752  0.239
C: -1.953 1.584 -5.227  -0.468
H: -3.281 0.873 9.219  0.269
C: -1.147 0.405 -4.768  0.542
Br: -1.439 -0.781 4.820  -0.102
H: -3.886 -2.607 1.771  0.327
C: -2.970 2.822 -9.484  -0.792
C: -1.639 2.618 -8.820  0.434
C: -1.008 -1.765 -0.359  0.118
N: 1.537 -2.453 4.588  -0.470
H: -2.824 3.157 -10.513  0.323
H: 7.312 3.412 -0.244  0.274
H: 5.265 -1.857 -1.019  0.347
H: -2.458 0.767 3.050  0.417
H: -2.979 1.495 -4.867  0.237
O: 1.629 -0.383 2.981  -0.149
H: -1.962 1.629 -6.317  -0.048
C: 0.789 -4.431 -1.455  -0.119
C: 1.472 -5.333 -0.551  -0.713
H: 3.342 -1.759 1.778  0.517
C: 3.296 0.781 0.449  -0.785
N: -2.335 3.896 8.608  -0.390

Properties
Gap between HOMO and LUMO: 7.03 eV
Electronic energy: -191590.418 eV
Net charge: +1